Record 1
ORCA calculation (wB97M-V/def2-TZVPD) on a molecular structure, C43H58IN4OSSbSi3V at a distorted geometry.

Total charge = +1
<S²> = 2.047
Frontier orbital gap (spin up / spin down) = 6.954 / 7.189 eV
Molecular weight = 1062.90 g mol⁻¹
2S+1 = 3
HOMO level (spin up / spin down) = -9.999 / -9.959 eV
Energy relative to the best compared isomer or geometry (same formula, charge and spin) = 186.9 kJ/mol

Each line ends with the Löwdin spin population.
Positions of all 113 atoms, in Å:
V (0.1983, -1.7027, 0.0852)  1.99
C (-4.3547, -0.5465, -0.4451)  0.00
Sb (-2.6655, -1.6354, 0.4532)  0.03
C (-1.1734, -1.0167, -1.1570)  -0.07
C (-1.2030, 0.4297, -1.2334)  0.00
C (-2.0025, 1.1505, -2.1363)  -0.01
C (-1.8875, 2.5221, -2.2084)  0.00
C (-1.0205, 3.1698, -1.3369)  -0.01
C (-0.3337, 2.3964, -0.4187)  0.00
N (-0.3989, 1.0774, -0.3781)  -0.01
Si (-1.1739, -1.8747, -2.8728)  0.00
C (-0.0947, -3.4578, -2.9465)  0.00
C (-2.9119, -2.3444, -3.5182)  0.00
C (-0.2015, -0.7185, -4.0473)  0.00
C (-2.1365, -0.5923, 2.4203)  0.01
C (-0.7317, -0.1700, 2.5203)  0.01
C (-0.3502, 0.5759, 3.6544)  0.00
C (0.8731, 1.1907, 3.7325)  0.01
C (1.7330, 1.0691, 2.6425)  0.00
C (1.3687, 0.1974, 1.6464)  0.01
N (0.2007, -0.4595, 1.6043)  0.00
Si (-3.3219, 0.9276, 2.7012)  0.00
C (-5.0944, 0.2487, 2.8592)  0.00
C (-3.0897, 1.9880, 4.2736)  0.00
C (-3.1008, 2.2670, 1.3499)  0.00
Si (-2.2885, -2.0422, 3.7383)  0.00
C (-0.5776, -2.8967, 3.7843)  0.00
C (-3.5755, -3.3696, 3.2686)  0.00
C (-2.7459, -1.4400, 5.4906)  0.00
H (-4.3378, -0.7884, -1.5047)  0.00
H (-4.3517, 0.5290, -0.3138)  0.00
H (-5.2652, -0.9584, -0.0182)  0.00
H (-2.6889, 0.6221, -2.7755)  0.00
H (-2.4642, 3.0823, -2.9300)  0.00
H (-0.9064, 4.2408, -1.3469)  0.00
H (0.3041, 2.8619, 0.3253)  0.00
H (-0.6161, -4.3637, -2.6596)  0.00
H (0.8016, -3.3713, -2.3342)  0.00
H (0.2348, -3.5868, -3.9736)  0.00
H (-3.4784, -2.9030, -2.7768)  0.00
H (-2.8095, -2.9763, -4.3931)  0.00
H (-3.5067, -1.4868, -3.8133)  0.00
H (0.7859, -0.5482, -3.6230)  0.00
H (-0.6640, 0.2466, -4.2174)  0.00
H (-0.0576, -1.1905, -5.0135)  0.00
H (-1.0464, 0.6438, 4.4674)  0.00
H (1.1583, 1.7608, 4.6033)  0.00
H (2.6708, 1.5994, 2.6060)  0.00
H (2.0224, 0.0435, 0.7978)  0.00
H (-5.2724, -0.0890, 3.8736)  0.00
H (-5.3101, -0.5767, 2.1932)  0.00
H (-5.8099, 1.0375, 2.6581)  0.00
H (-3.0205, 1.4172, 5.1903)  0.00
H (-3.9615, 2.6274, 4.3666)  0.00
H (-2.2255, 2.6402, 4.2100)  0.00
H (-3.1032, 1.9037, 0.3291)  0.00
H (-2.1672, 2.8062, 1.4921)  0.00
H (-3.9039, 2.9940, 1.4407)  0.00
H (-0.1539, -2.9878, 2.7842)  0.00
H (-0.6518, -3.9002, 4.1914)  0.00
H (0.1365, -2.3504, 4.3926)  0.00
H (-3.2047, -4.0325, 2.4902)  0.00
H (-4.5135, -2.9420, 2.9301)  0.00
H (-3.7898, -3.9801, 4.1404)  0.00
H (-1.9664, -0.8583, 5.9690)  0.00
H (-2.9165, -2.3078, 6.1178)  0.00
H (-3.6590, -0.8567, 5.5019)  0.00
I (2.8803, -2.3901, -0.2120)  0.00
C (2.3510, -4.0405, 1.0541)  0.00
C (3.3360, -4.7092, 1.7248)  0.01
C (3.0216, -5.8908, 2.4110)  0.00
C (1.7586, -6.4047, 2.3246)  0.00
C (0.7523, -5.7491, 1.5853)  0.00
C (-0.4903, -6.3645, 1.3384)  0.02
C (-1.3756, -5.7743, 0.4793)  0.00
C (-1.1415, -4.4751, -0.0027)  0.02
C (-0.0184, -3.7444, 0.3295)  -0.03
C (1.0091, -4.4679, 1.0030)  0.00
H (4.3528, -4.3539, 1.7017)  0.00
H (3.7986, -6.4114, 2.9486)  0.00
H (1.5240, -7.3586, 2.7731)  0.00
H (-0.7038, -7.3202, 1.7931)  0.00
H (-2.2791, -6.2911, 0.1885)  0.00
H (-1.8773, -4.0641, -0.6882)  0.00
C (4.1696, 1.7796, -4.7517)  0.00
C (3.0980, 2.8188, -5.0515)  0.00
C (1.9062, 2.6847, -4.1013)  0.00
N (2.2338, 3.0821, -2.7522)  0.00
C (2.5361, 2.2469, -1.7566)  0.00
S (2.4590, 0.5953, -1.8852)  0.00
N (2.8592, 2.7884, -0.5312)  0.00
C (3.1653, 4.0930, -0.1420)  0.00
O (2.9082, 4.4428, 0.9862)  0.00
C (3.8822, 4.9222, -1.1397)  0.00
C (4.8842, 4.3394, -1.9175)  0.00
C (5.6171, 5.1093, -2.7999)  0.00
C (5.3547, 6.4662, -2.9190)  0.00
C (4.3817, 7.0574, -2.1275)  0.00
C (3.6534, 6.2948, -1.2304)  0.00
H (5.0017, 1.8757, -5.4436)  0.00
H (3.7587, 0.7769, -4.8413)  0.00
H (4.5472, 1.9017, -3.7395)  0.00
H (2.7311, 2.6909, -6.0701)  0.00
H (3.5188, 3.8238, -4.9667)  0.00
H (1.5694, 1.6469, -4.0719)  0.00
H (1.0798, 3.3188, -4.4327)  0.00
H (2.3578, 4.0738, -2.5939)  0.00
H (2.6828, 2.1666, 0.2511)  0.00
H (5.1003, 3.2863, -1.8102)  0.00
H (6.3949, 4.6497, -3.3913)  0.00
H (5.9194, 7.0633, -3.6198)  0.00
H (4.1979, 8.1188, -2.2038)  0.00
H (2.9026, 6.7510, -0.6027)  0.00

Atomic forces in eV per Å
0.347 -0.315 -1.646
0.391 -0.009 0.290
-1.168 -0.133 -0.008
-0.098 -0.989 -0.083
-0.190 1.363 -0.213
0.180 -0.181 0.187
0.159 0.147 0.095
-0.124 -0.066 -0.055
0.006 0.305 -0.067
-0.149 0.121 -0.416
0.198 -0.473 -0.636
-0.423 0.540 0.236
0.678 0.302 0.313
-0.526 -0.264 0.454
-0.590 -0.211 -0.297
0.138 0.408 0.592
0.205 -0.054 -0.037
-0.079 -0.111 -0.208
-0.040 -0.231 -0.067
0.799 0.539 0.285
-0.130 0.263 1.502
-0.330 0.479 0.031
0.728 0.161 -0.251
0.138 -0.532 -0.398
-0.074 -0.728 0.319
-0.033 -0.668 0.296
-0.587 0.452 -0.094
0.463 0.556 -0.039
0.225 -0.032 -0.737
0.119 -0.059 -0.065
0.058 0.050 -0.018
0.016 -0.081 0.076
-0.106 -0.092 -0.182
-0.078 0.048 -0.027
-0.001 0.164 0.013
0.055 0.091 0.032
-0.059 -0.127 0.144
0.067 -0.065 0.036
-0.006 0.095 -0.245
-0.057 -0.111 0.160
0.078 -0.169 -0.206
-0.115 0.243 -0.018
0.061 0.021 0.089
-0.084 0.185 -0.007
-0.086 -0.252 -0.181
-0.140 0.125 0.121
-0.031 0.092 0.071
0.139 -0.022 -0.033
0.049 0.011 0.064
0.026 -0.105 0.269
-0.083 -0.193 -0.166
-0.159 0.216 -0.091
0.009 -0.167 0.271
-0.282 0.108 -0.092
0.186 0.099 -0.050
0.037 -0.061 -0.145
0.115 -0.008 0.168
-0.193 0.092 0.103
-0.055 -0.047 -0.011
-0.133 -0.191 0.090
0.127 0.163 0.126
0.073 -0.019 -0.112
-0.236 0.089 -0.074
0.006 -0.051 0.258
0.202 0.171 0.053
-0.010 -0.294 0.069
-0.222 0.133 -0.030
0.019 -0.511 0.431
0.362 0.221 -0.068
-0.001 0.440 -0.290
-0.215 -0.173 0.073
0.203 -0.029 -0.024
0.117 0.380 -0.018
-0.230 0.157 -0.148
-0.004 -0.227 0.120
0.146 -0.002 -0.100
-0.084 -0.209 -0.166
-0.091 -0.412 0.034
0.158 0.045 0.012
0.044 -0.046 0.068
-0.011 -0.093 0.088
-0.001 -0.137 -0.013
-0.083 -0.035 0.028
-0.028 0.003 0.272
-0.058 0.185 -0.143
-0.092 -0.179 0.213
-0.016 -0.058 -0.549
0.233 0.062 0.605
-0.208 0.302 -0.285
0.160 -0.623 -0.024
0.019 -0.125 0.356
-0.137 0.046 0.014
0.017 0.076 -0.028
0.423 0.351 -0.059
-0.066 0.036 0.100
0.011 -0.020 -0.050
0.011 -0.019 0.034
-0.031 0.061 -0.036
-0.095 -0.227 0.065
0.126 -0.004 -0.050
0.028 -0.116 0.028
0.100 -0.077 0.085
-0.015 0.080 -0.061
-0.045 0.074 -0.091
-0.083 0.157 -0.015
-0.003 -0.074 0.030
-0.048 -0.125 -0.004
0.050 0.104 -0.233
0.013 -0.105 -0.017
0.060 -0.019 -0.052
0.038 0.054 -0.023
-0.036 0.057 -0.006
-0.056 0.028 0.089

=====

Record 2
ORCA calculation (wB97M-V/def2-TZVPD) on a gas-phase ion, C4H10 (charge +1) at a distorted geometry.

Total charge = +1
<S²> = 0.753
Frontier orbital gap (spin up / spin down) = 14.185 / 6.185 eV
Molecular weight = 58.12 g mol⁻¹
2S+1 = 2
HOMO level (spin up / spin down) = -17.158 / -16.869 eV
Energy relative to the best compared isomer or geometry (same formula, charge and spin) = 85.0 kJ/mol

Each line ends with the Löwdin spin population.
Positions of all 14 atoms, in Å:
C (0.4760, -1.9477, 0.0050)  0.11
C (-0.3195, -0.6985, -0.0598)  0.27
C (0.4307, 0.7804, -0.0703)  0.28
C (-0.5370, 1.8862, 0.0779)  0.09
H (1.3108, -2.1212, -0.8002)  0.03
H (-0.2124, -2.7964, -0.1754)  0.05
H (1.1192, -1.9384, 0.8916)  0.00
H (-1.0495, -0.6518, 0.7478)  0.03
H (-0.9739, -0.7986, -0.9651)  0.01
H (1.1085, 0.8206, -0.9663)  0.02
H (0.9784, 0.7439, 0.8799)  0.02
H (-1.1250, 2.1864, -0.8143)  0.00
H (-0.0724, 2.8090, 0.5186)  0.05
H (-1.3571, 1.6018, 0.7502)  0.02

Atomic forces in eV per Å
3.240 1.134 -0.536
-2.420 -3.252 -1.937
1.355 2.279 0.324
-1.730 0.075 -1.016
-1.690 0.403 0.675
0.030 0.085 0.219
-0.702 -0.692 0.308
0.501 0.728 0.746
0.766 0.946 0.236
-0.883 -0.506 0.563
0.173 -0.688 -0.119
0.944 -0.103 0.068
0.001 -0.604 -0.140
0.414 0.195 0.608

=====

Record 3
ORCA calculation (wB97M-V/def2-TZVPD) on a single C4H3N3O molecule at a distorted geometry.

Total charge = 0
Frontier orbital gap = 10.039 eV
Molecular weight = 109.09 g mol⁻¹
HOMO level = -9.201 eV
Energy relative to the best compared isomer or geometry (same formula, charge and spin) = 220.0 kJ/mol

Each line ends with the natural charge from an NBO analysis.
Positions of all 11 atoms, in Å:
C (-0.7041, -1.8623, -0.9791)  0.38
N (-1.4282, -0.7965, -1.0273)  -0.45
C (-0.6904, 0.1903, -0.4506)  0.22
N (-0.9014, 1.4183, -0.0043)  -0.28
N (0.1618, 1.7714, 0.7681)  -0.31
C (0.9452, 0.7221, 0.9008)  -0.08
C (0.5803, -0.3291, -0.0104)  0.12
O (0.5387, -1.6437, -0.4771)  -0.43
H (-0.8068, -2.8257, -1.2948)  0.19
H (0.2446, 2.5497, 1.3231)  0.42
H (2.0604, 0.8053, 1.2516)  0.22

Atomic forces in eV per Å
1.028 4.676 0.824
-1.660 -1.183 -0.938
2.563 0.643 1.830
-1.923 1.579 -0.237
-1.545 -4.230 -2.803
6.716 -3.520 -0.479
-3.529 2.071 -0.066
2.188 -0.173 1.916
-0.873 -2.260 -0.999
-0.398 2.290 0.973
-2.568 0.108 -0.021

=====

Record 4
ORCA calculation (wB97M-V/def2-TZVPD) on 2 unconnected molecules or ions with the total composition C22H41N4O8PS at a distorted geometry.

Total charge = 0
Frontier orbital gap = 6.881 eV
Molecular weight = 552.63 g mol⁻¹
HOMO level = -7.926 eV
Energy relative to the best compared isomer or geometry (same formula, charge and spin) = 0.0 kJ/mol

Each line ends with the Mulliken charge.
Positions of all 77 atoms, in Å:
C (-5.6863, 4.2955, 5.1695)  -1.03
C (-4.1105, 4.6673, 4.9758)  0.13
O (-3.9377, 6.0865, 4.7063)  -0.53
C (-3.4713, 3.8361, 3.7610)  -0.66
N (-3.7668, 4.3881, 2.4061)  -0.35
C (-3.5051, 3.3236, 1.3575)  -0.38
C (-1.9534, 2.9242, 1.3253)  -0.34
O (-1.5596, 2.1019, 0.2029)  -0.34
C (-2.0614, 0.7579, 0.3019)  0.28
C (-2.2953, 0.2643, -1.2377)  -0.88
O (-2.1141, -1.1686, -1.4175)  -0.30
S (-2.8418, -2.0136, -0.1719)  1.32
O (-4.2745, -1.5095, -0.0871)  -0.67
O (-2.8904, -3.4978, -0.4757)  -0.69
C (-1.9071, -1.6644, 1.3930)  -0.88
C (-1.1263, -0.2480, 1.1409)  -0.19
O (0.1171, -0.6045, 0.4712)  -0.02
C (1.2270, -0.2944, 1.3306)  0.25
O (1.7177, 0.8670, 1.2401)  -0.49
C (1.8629, -1.2586, 2.4207)  0.40
C (3.3744, -1.6552, 2.2818)  -0.36
C (4.1067, -2.5606, 3.3219)  -0.45
C (3.3179, -3.0925, 4.5564)  -0.43
C (1.8230, -2.7175, 4.6493)  -0.48
C (1.0655, -1.8222, 3.6322)  -0.13
H (-5.7921, 3.5754, 6.0489)  0.27
H (-6.2765, 5.2688, 5.3586)  0.30
H (-5.9983, 3.7925, 4.1778)  0.26
H (-3.5055, 4.3882, 5.9218)  0.31
H (-2.9936, 6.3000, 4.8779)  0.32
H (-3.7614, 2.7200, 3.8769)  0.29
H (-2.3198, 3.8809, 3.8855)  0.28
H (-4.7822, 4.6113, 2.3457)  0.30
H (-3.9283, 3.6779, 0.3594)  0.28
H (-4.1569, 2.4209, 1.6886)  0.31
H (-1.5771, 2.4789, 2.3259)  0.14
H (-1.3698, 3.9179, 1.2164)  0.31
H (-3.1119, 0.6866, 0.7866)  0.29
H (-1.4685, 0.7960, -1.8466)  0.40
H (-3.3215, 0.5901, -1.6267)  0.22
H (-2.6394, -1.6192, 2.2649)  0.43
H (-1.1146, -2.4985, 1.5049)  0.42
H (-0.9190, 0.1723, 2.1981)  0.51
H (3.9692, -1.2618, 1.3867)  0.32
H (5.2213, -2.7884, 3.1840)  0.32
H (3.8803, -3.7245, 5.3225)  0.32
H (1.2340, -3.1020, 5.5579)  0.28
H (-0.0398, -1.5717, 3.7527)  0.29
C (0.3081, -1.5089, -4.4064)  -0.50
N (1.4804, -0.9225, -5.0251)  0.15
C (1.3534, -1.0326, -6.4760)  -1.13
P (3.1083, -0.9637, -4.4891)  0.85
O (3.3571, 0.5147, -4.8480)  -0.80
N (3.2702, -0.6450, -2.7905)  0.18
C (2.1723, -0.0662, -2.0227)  -0.79
C (4.4832, 0.1227, -2.4608)  -1.08
N (2.9102, -2.7013, -4.1103)  -0.03
C (2.6149, -3.2690, -2.8025)  -0.82
C (4.0515, -3.4391, -4.6814)  -1.10
H (0.2612, -2.5978, -4.5385)  0.29
H (-0.6041, -1.0886, -4.8431)  0.43
H (0.2298, -1.2850, -3.3461)  -0.20
H (1.4790, -2.0746, -6.8047)  0.36
H (2.1139, -0.4326, -6.9863)  0.33
H (0.3831, -0.6686, -6.8254)  0.34
H (1.7105, 0.7844, -2.5314)  0.27
H (2.4997, 0.2622, -1.0323)  0.41
H (1.4098, -0.8163, -1.8057)  -0.08
H (4.3539, 1.1960, -2.6387)  0.37
H (5.3329, -0.2202, -3.0585)  0.39
H (4.7551, -0.0218, -1.4090)  0.24
H (3.4076, -3.0863, -2.0677)  0.33
H (2.4933, -4.3550, -2.8845)  0.43
H (1.6667, -2.9112, -2.4036)  0.10
H (4.9726, -3.2365, -4.1221)  0.37
H (4.2144, -3.1359, -5.7218)  0.37
H (3.8718, -4.5178, -4.6905)  0.35

Atomic forces in eV per Å
1.164 0.628 -0.576
0.120 -0.612 -0.205
0.341 -0.928 0.708
0.969 -0.064 0.765
-0.380 -1.185 0.002
-0.781 -0.793 0.893
0.338 1.626 0.450
-1.101 -0.930 1.093
-0.772 -0.882 -0.631
0.897 1.820 0.283
-0.430 -0.633 2.257
-5.584 -3.515 -1.631
4.294 -0.090 0.375
1.777 4.399 0.765
1.164 0.814 -0.652
-0.985 -0.729 0.873
0.875 0.425 2.226
1.852 4.181 0.175
-1.841 -4.828 0.286
1.275 -2.796 1.924
-1.419 -0.997 2.407
-3.801 1.173 0.420
-1.400 2.530 -3.470
1.205 0.904 -1.507
3.993 -0.777 -0.933
0.008 0.984 -1.340
0.884 -1.698 -0.327
0.048 0.789 1.755
-1.080 0.340 -1.373
-0.962 -0.219 -0.292
0.250 1.462 -0.179
-1.779 -0.096 -0.107
1.046 -0.115 0.110
1.024 -0.402 1.204
1.107 0.933 -0.798
-0.862 0.442 -1.576
-0.884 -1.650 0.024
1.753 0.365 -0.457
-1.321 -1.132 0.858
1.459 -0.568 0.758
0.756 -0.165 -1.460
-1.451 1.345 -0.176
-0.272 -0.342 -1.785
-1.070 -0.607 1.484
-1.974 0.380 0.201
-1.232 1.008 -1.141
0.992 0.681 -1.621
1.796 -0.485 -0.013
0.207 -0.600 0.298
-1.148 0.639 -0.955
0.522 0.239 -0.168
-5.767 3.407 4.852
2.879 -2.026 -2.639
0.562 0.090 1.652
-0.437 -0.396 -0.154
0.141 -0.209 -0.323
2.654 -1.736 -2.170
0.166 0.523 0.754
-0.137 -0.220 -0.310
-0.064 -0.096 0.041
0.251 0.082 -0.224
0.212 -0.058 0.063
-0.184 -0.064 -0.104
-0.021 -0.009 0.168
0.008 -0.073 0.185
-0.106 0.137 0.035
0.323 0.072 -0.309
-0.118 0.062 -0.176
0.083 -0.055 -0.056
-0.043 0.088 0.002
-0.199 -0.097 -0.052
-0.112 0.021 -0.001
0.109 0.084 -0.502
0.123 0.261 -0.042
0.102 -0.208 -0.021
0.019 0.069 0.012
-0.035 0.085 0.097

=====

> The highest molecular weight belongs to which entry?

C43H58IN4OSSbSi3V